DFT (ωB97M-V/def2-TZVPD) results for a 13-piece molecular cluster, C65H73N3O39 overall in a non-equilibrium geometry.

Positions of all 180 atoms, in Å:
C (-3.52, -1.39, 5.65)
O (-4.74, -0.69, 5.68)
C (-4.60, 0.71, 5.83)
C (-4.07, 1.53, 4.63)
O (-2.68, 1.17, 4.39)
C (-2.21, 1.73, 3.11)
H (-2.85, -1.21, 4.81)
H (-3.81, -2.44, 5.59)
H (-3.04, -1.33, 6.63)
H (-4.03, 0.92, 6.73)
H (-5.62, 1.00, 6.10)
H (-4.27, 2.57, 4.91)
H (-4.71, 1.29, 3.77)
H (-1.32, 1.13, 2.91)
H (-2.04, 2.80, 3.10)
H (-3.05, 1.60, 2.42)
C (6.03, 4.18, -5.76)
O (5.97, 4.07, -4.37)
C (5.35, 2.89, -4.00)
C (5.59, 2.78, -2.57)
O (5.06, 1.48, -2.16)
C (4.64, 1.44, -0.84)
H (5.14, 4.48, -6.32)
H (6.41, 3.26, -6.19)
H (6.78, 4.95, -5.93)
H (5.87, 2.03, -4.44)
H (4.33, 2.80, -4.36)
H (5.28, 3.63, -1.96)
H (6.65, 2.99, -2.46)
H (3.74, 2.05, -0.71)
H (5.42, 1.91, -0.24)
H (4.31, 0.47, -0.48)
C (0.36, -1.89, 6.88)
O (-0.69, -2.27, 6.35)
N (1.28, -1.16, 6.25)
C (2.28, -0.52, 7.04)
C (1.37, -0.85, 4.85)
H (0.59, -2.20, 7.92)
H (2.28, -0.78, 8.10)
H (2.13, 0.55, 6.90)
H (3.26, -0.66, 6.59)
H (2.28, -1.30, 4.46)
H (0.49, -1.06, 4.24)
H (1.64, 0.17, 4.60)
C (-0.45, 2.02, -0.62)
O (-1.41, 2.41, -1.30)
N (-0.01, 0.78, -0.30)
C (1.17, 0.68, 0.64)
C (-0.71, -0.41, -0.62)
H (0.18, 2.81, -0.20)
H (0.96, 0.11, 1.55)
H (1.59, 1.60, 1.04)
H (2.03, 0.27, 0.10)
H (-1.63, -0.56, -0.05)
H (-0.99, -0.49, -1.67)
H (-0.19, -1.34, -0.37)
C (3.33, 6.49, -2.01)
O (4.20, 6.20, -1.18)
N (2.41, 5.60, -2.37)
C (1.24, 5.95, -3.17)
C (2.35, 4.27, -1.79)
H (3.08, 7.42, -2.55)
H (1.20, 5.34, -4.07)
H (1.19, 7.03, -3.31)
H (0.31, 5.67, -2.68)
H (1.38, 3.87, -1.49)
H (2.70, 3.66, -2.62)
H (3.10, 4.12, -1.01)
C (-0.64, 0.54, -6.26)
C (0.58, 0.69, -6.86)
C (1.63, 1.80, -6.55)
O (2.65, 2.15, -7.19)
C (1.26, 2.44, -5.32)
C (0.08, 2.29, -4.68)
C (-1.05, 1.34, -5.14)
O (-2.20, 1.19, -4.75)
O (-0.19, 3.06, -3.56)
O (1.00, -0.07, -7.84)
H (-1.23, -0.32, -6.56)
H (1.99, 3.08, -4.85)
H (-0.82, 2.62, -2.99)
H (0.32, -0.73, -7.97)
C (-5.43, -0.35, -4.35)
C (-4.59, -0.84, -3.39)
C (-3.50, -1.78, -3.67)
O (-2.92, -2.39, -2.79)
C (-3.34, -2.10, -5.07)
C (-4.30, -1.85, -5.98)
C (-5.43, -0.85, -5.74)
O (-6.30, -0.48, -6.56)
O (-4.22, -2.59, -7.15)
O (-4.71, -0.35, -2.07)
H (-6.21, 0.33, -4.02)
H (-2.61, -2.74, -5.55)
H (-3.35, -2.97, -7.26)
H (-4.14, -0.88, -1.51)
C (-7.20, 2.54, -1.92)
C (-7.03, 2.04, -0.62)
C (-5.67, 1.79, -0.04)
O (-5.46, 0.95, 0.90)
C (-4.61, 2.57, -0.73)
C (-4.81, 3.08, -1.97)
C (-6.09, 2.96, -2.77)
O (-6.24, 3.44, -3.88)
O (-3.88, 3.85, -2.62)
O (-8.07, 1.68, 0.17)
H (-8.18, 2.72, -2.32)
H (-3.69, 2.80, -0.21)
H (-3.12, 3.99, -2.05)
H (-8.86, 1.88, -0.34)
C (-6.10, -2.60, 0.57)
C (-7.15, -3.48, 0.37)
C (-7.05, -4.91, -0.16)
O (-7.95, -5.80, -0.10)
C (-5.74, -5.16, -0.65)
C (-4.63, -4.31, -0.50)
C (-4.69, -2.97, 0.22)
O (-3.72, -2.33, 0.61)
O (-3.37, -4.66, -1.02)
O (-8.43, -3.08, 0.62)
H (-6.23, -1.57, 0.86)
H (-5.69, -6.11, -1.16)
H (-3.49, -5.22, -1.79)
H (-8.27, -2.60, 1.44)
C (2.79, 3.12, 3.25)
C (3.78, 2.50, 4.01)
C (5.17, 2.81, 3.97)
O (6.00, 2.18, 4.57)
C (5.47, 3.96, 3.14)
C (4.54, 4.55, 2.32)
C (3.09, 4.10, 2.25)
O (2.26, 4.52, 1.48)
O (4.96, 5.55, 1.55)
O (3.47, 1.69, 5.05)
H (1.76, 2.91, 3.54)
H (6.46, 4.38, 3.22)
H (4.32, 5.90, 0.92)
H (4.31, 1.49, 5.47)
C (0.82, -3.24, -3.39)
C (0.01, -4.38, -3.26)
C (-0.22, -5.12, -1.93)
O (-0.91, -6.08, -1.71)
C (0.66, -4.49, -0.87)
C (1.35, -3.36, -0.92)
C (1.36, -2.54, -2.18)
O (1.72, -1.34, -2.18)
O (2.17, -2.94, 0.09)
O (-0.56, -4.91, -4.40)
H (0.99, -2.90, -4.40)
H (0.74, -5.06, 0.04)
H (2.49, -2.07, -0.16)
H (-0.22, -4.36, -5.12)
C (-1.41, -5.75, 3.48)
C (-1.63, -4.63, 2.81)
C (-0.63, -3.57, 2.50)
O (-0.86, -2.51, 1.90)
C (0.73, -4.04, 2.95)
C (0.92, -5.11, 3.75)
C (-0.21, -6.10, 4.07)
O (-0.07, -7.09, 4.81)
O (2.14, -5.44, 3.98)
O (-2.87, -4.20, 2.54)
H (-2.28, -6.34, 3.74)
H (1.58, -3.54, 2.50)
H (2.24, -6.39, 4.04)
H (-2.71, -3.31, 2.21)
C (6.74, -1.80, 3.99)
C (5.59, -1.16, 3.72)
C (4.93, -1.10, 2.42)
O (3.92, -0.45, 2.05)
C (5.49, -1.97, 1.38)
C (6.58, -2.72, 1.66)
C (7.43, -2.52, 2.90)
O (8.57, -2.82, 3.02)
O (7.06, -3.67, 0.81)
O (4.73, -0.65, 4.67)
H (7.07, -1.86, 5.02)
H (4.98, -2.12, 0.44)
H (7.84, -4.04, 1.22)
H (4.14, -0.07, 4.20)

The net charge is 0. For the gap between HOMO and LUMO, the calculation gives 6.95 eV.

Atomic partial charges in e from the Löwdin method, atoms 1 to 5: -0.1217 -0.1793 -0.2087 -0.1720 -0.2062


DFT (ωB97M-V/def2-TZVPD) results for C18H16Br3EuN6O2 as an isolated structure in a non-equilibrium geometry.

Positions of all 46 atoms, in Å:
Eu (-2.68, 0.85, 0.70)
Br (-5.32, 1.06, 2.12)
C (-5.82, 2.72, 1.13)
Br (-4.66, 2.86, -0.50)
H (-5.54, 3.52, 1.76)
H (-6.80, 2.50, 0.78)
Br (-1.72, 1.05, 4.27)
C (-1.00, -0.53, 3.31)
C (-0.32, -1.52, 3.95)
C (0.01, -2.67, 3.19)
C (-0.21, -2.64, 1.80)
C (-0.88, -1.56, 1.23)
N (-1.17, -0.52, 2.04)
C (-1.19, -1.43, -0.26)
O (-0.35, -1.75, -1.11)
O (-2.31, -0.86, -0.50)
H (0.03, -1.48, 5.01)
H (0.52, -3.49, 3.72)
H (0.21, -3.41, 1.15)
C (-0.65, 1.92, -2.25)
C (-0.20, 2.18, -0.88)
N (-1.04, 2.53, 0.10)
C (-0.21, 2.80, 1.21)
C (1.09, 2.60, 0.94)
N (1.15, 2.25, -0.44)
C (2.40, 1.74, -1.12)
N (2.64, 0.36, -0.77)
N (2.52, -0.07, 0.53)
N (2.54, -1.37, 0.52)
C (2.61, -1.87, -0.72)
C (2.53, -3.15, -1.31)
C (2.28, -3.30, -2.67)
C (2.39, -2.18, -3.48)
C (2.71, -0.95, -3.01)
C (2.76, -0.72, -1.60)
H (0.05, 1.14, -2.72)
H (-0.73, 2.79, -2.89)
H (-1.66, 1.52, -2.16)
H (-0.70, 3.06, 2.14)
H (1.99, 2.53, 1.62)
H (3.27, 2.35, -0.78)
H (2.35, 1.75, -2.22)
H (2.54, -3.98, -0.64)
H (1.89, -4.30, -3.04)
H (1.96, -2.25, -4.52)
H (2.76, -0.08, -3.66)

The calculation puts the energy above the lowest of the compared OMol25 structures with the same formula, charge and spin at 154.7 kcal per mole. The spin multiplicity is 8. The net charge is +1. For the gap between HOMO and LUMO (alpha / beta), the calculation gives 4.20 / 3.86 eV. As for the expectation value of S²: 15.799.

Atomic partial charges in e from the Löwdin method, atoms 1 to 5: 1.3066 0.5708 -0.8325 0.5744 -0.0016


DFT (ωB97M-V/def2-TZVPD) results for a 3-piece molecular cluster, C4H8O2 overall.

Positions of all 14 atoms, in Å:
C (-0.62, 1.51, 1.20)
O (-0.41, 1.10, -0.15)
C (-0.09, -0.20, -0.41)
C (0.31, -0.43, -1.78)
C (0.80, -0.81, 0.68)
O (0.95, -1.97, 0.95)
H (-1.37, 2.30, 1.16)
H (-1.02, 0.68, 1.81)
H (0.29, 1.90, 1.66)
H (-0.74, -1.55, -0.53)
H (-0.36, -0.90, -2.49)
H (0.97, 0.31, -2.22)
H (-0.10, -1.92, -1.07)
H (1.39, -0.03, 1.20)

The calculation puts the energy above the lowest of the compared OMol25 structures with the same formula, charge and spin at 151.9 kcal per mole. The net charge is 0. For the gap between HOMO and LUMO, the calculation gives 8.95 eV.

Atomic partial charges in e from the Löwdin method, atoms 1 to 5: -0.0777 -0.0953 -0.4604 -0.0032 -0.2474


DFT (ωB97M-V/def2-TZVPD) results for one molecule with the formula H2N2O3Si in a non-equilibrium geometry.

Positions of all 8 atoms, in Å:
N (-0.74, -1.35, -0.21)
N (-0.37, 1.13, 0.11)
O (-1.27, -2.30, 0.32)
O (-1.33, 1.20, -0.67)
O (0.04, 2.09, 0.74)
Si (0.61, -0.43, 0.06)
H (1.40, -0.21, -1.26)
H (1.66, -0.13, 0.91)

The calculation puts the energy above the lowest of the compared OMol25 structures with the same formula, charge and spin at 0.0 kcal per mole. The spin multiplicity is 3. The net charge is 0. For the gap between HOMO and LUMO (alpha / beta), the calculation gives 9.52 / 9.07 eV. As for the expectation value of S²: 2.007.

Atomic partial charges in e from the Löwdin method, atoms 1 to 5: -0.1514 -0.4999 0.0385 -0.0081 -0.0030


no.,energy (Eh)
1,-5618.81164
2,-9606.50105
3,-307.47033
4,-625.70794